Density functional theory data (ωB97M-V with the def2-TZVPD basis set) for a cluster of 2 separate species, C20H19F3N2O8P in total in a non-equilibrium geometry.

As for the maximum force: 4.37 eV/A. The value obtained for the HOMO-LUMO gap is 7.02 eV. For the HOMO energy, the calculation gives -6.06 eV. As for the total charge: -1.

CARTESIAN COORDINATES (ANGSTROEM)
1 P -1.359 -3.287 -0.041
2 F -1.370 -6.539 -1.119
3 F -1.019 -5.492 2.732
4 F 0.576 -1.282 -0.181
5 O -0.489 -2.947 1.491
6 O 0.103 -6.262 0.431
7 O 0.764 5.971 -0.091
8 O -2.747 -2.582 0.647
9 O -2.103 -3.521 -1.587
10 O 3.976 1.709 -0.386
11 O -3.043 -4.943 2.414
12 O -0.436 -1.822 3.269
13 N -1.822 -4.989 0.531
14 N -1.053 -1.978 2.264
15 C -3.998 -2.919 0.086
16 C -0.929 -5.949 0.030
17 C 5.368 5.342 -1.905
18 C 4.517 6.442 -1.863
19 C -0.502 -1.583 -2.238
20 C -0.717 -1.589 -0.705
21 C 0.285 1.275 1.543
22 C 3.252 2.680 -0.291
23 C 1.504 5.005 -0.129
24 C 4.954 4.123 -1.392
25 C 3.259 6.325 -1.295
26 C -0.125 3.611 1.119
27 C 1.095 3.708 0.463
28 C -2.023 -5.110 1.915
29 C 2.845 5.107 -0.767
30 C -0.526 2.400 1.662
31 C 1.508 1.367 0.894
32 C -5.065 -2.526 1.161
33 C 1.923 2.583 0.363
34 C 3.690 4.000 -0.826
35 H -4.154 -3.993 -0.094
36 H 2.137 0.491 0.808
37 H -1.416 -1.342 -2.793
38 H -1.361 -0.744 -0.409
39 H -0.035 0.331 1.959
40 H -4.783 -1.596 1.680
41 H -1.475 2.328 2.179
42 H -5.143 -3.313 1.932
43 H 6.356 5.437 -2.340
44 H -0.171 -3.863 -0.613
45 H 5.617 3.268 -1.428
46 H -6.073 -2.432 0.718
47 H -4.252 -2.303 -0.795
48 H -0.762 4.482 1.209
49 H 4.839 7.393 -2.270
50 H -2.432 -4.426 -1.667
51 H 0.199 -0.740 -2.424
52 H 2.599 7.183 -1.259
53 H 0.018 -2.484 -2.589

Atom charges from the Mulliken analysis, given in e for atoms 1 to 8:
1. P 0.927
2. F -0.294
3. F -0.246
4. F -0.323
5. O -0.459
6. O -0.402
7. O -0.687
8. O -0.358

Density functional theory data (ωB97M-V with the def2-TZVPD basis set) for the ion C20H19F4N2 with charge +1 in a non-equilibrium geometry.

As for the maximum force: 2.89 eV/A. Its SMILES is Fc1ccccc1Cn1c2[n+](c3ccc(C(F)(F)F)cc31)CCCCC2. The value obtained for the HOMO-LUMO gap is 9.10 eV. For the HOMO energy, the calculation gives -12.33 eV. As for the total charge: +1. The relative energy (zero: lowest compared OMol25 entry of this formula, charge and spin) is 0.000 eV.

CARTESIAN COORDINATES (ANGSTROEM)
1 F 2.347 3.315 -5.097
2 F 2.464 1.121 -5.188
3 F 3.675 2.141 -3.735
4 F 2.021 -0.240 0.704
5 N -1.362 1.188 -0.327
6 N -0.149 -0.532 -1.017
7 C 0.590 -3.625 0.786
8 C -1.158 -0.104 -0.138
9 C -2.115 0.731 2.740
10 C 0.391 -1.909 -1.095
11 C -1.552 -0.643 2.276
12 C -1.557 1.935 1.993
13 C -0.495 1.648 -1.317
14 C 0.958 -2.379 0.269
15 C 2.197 -1.937 2.319
16 C -1.939 -0.972 0.802
17 C -0.352 2.915 -1.840
18 C 1.818 -3.159 2.822
19 C 1.024 -4.045 2.071
20 C -2.141 2.049 0.568
21 C 0.249 0.566 -1.767
22 C 2.463 2.176 -4.358
23 C 1.163 0.743 -2.807
24 C 1.382 2.033 -3.349
25 C 1.748 -1.499 1.074
26 C 0.589 3.140 -2.858
27 H 2.831 -1.333 2.968
28 H -1.898 0.858 3.817
29 H -3.197 0.764 2.602
30 H 0.741 -5.012 2.499
31 H -1.752 -2.025 0.584
32 H -3.193 1.770 0.512
33 H 1.139 -1.916 -1.904
34 H -0.417 -2.620 -1.425
35 H -0.065 -4.319 0.208
36 H 2.096 -3.440 3.836
37 H -1.881 2.807 2.536
38 H -2.015 3.090 0.229
39 H -0.473 1.865 2.013
40 H -2.010 -1.401 2.894
41 H 0.705 4.146 -3.259
42 H -1.042 3.683 -1.519
43 H -0.491 -0.685 2.463
44 H -3.015 -0.770 0.599
45 H 1.680 -0.119 -3.185

Atom charges from the Mulliken analysis, given in e for atoms 1 to 8:
1. F -0.257
2. F -0.256
3. F -0.247
4. F -0.341
5. N 0.163
6. N 0.246
7. C -0.395
8. C 0.468

Density functional theory data (ωB97M-V with the def2-TZVPD basis set) for a structure of composition C20H19GeO5Pd.

As for the maximum force: 0.54 eV/A. The value obtained for the HOMO-LUMO gap (spin up / spin down) is 9.26 / 6.53 eV. The multiplicity is 3. For the HOMO energy (spin up / spin down), the calculation gives -12.45 / -12.45 eV. As for the total charge: +1. The relative energy (zero: lowest compared OMol25 entry of this formula, charge and spin) is 0.366 eV.

CARTESIAN COORDINATES (ANGSTROEM)
1 Pd -0.807 -1.729 0.662
2 Ge -2.667 0.792 0.104
3 O -0.378 -0.584 2.480
4 O 0.944 -2.207 1.837
5 O -0.797 0.392 0.042
6 O -0.625 2.420 0.885
7 O 2.297 -0.651 -0.276
8 C -2.947 -3.444 -0.300
9 C -3.839 -2.892 1.873
10 C -2.605 1.575 -3.996
11 C 2.154 0.763 -0.405
12 C 2.968 -0.638 0.996
13 C 3.590 1.269 -0.304
14 C -3.061 1.477 -1.632
15 C -3.113 -1.105 0.405
16 C -3.661 -1.543 1.625
17 C -0.069 1.381 0.660
18 C -2.788 -2.077 -0.567
19 C -3.460 -3.845 0.924
20 C 1.403 1.157 0.901
21 C 4.146 0.322 0.787
22 C -3.695 2.418 -4.166
23 C 0.789 -0.987 2.145
24 C -4.466 2.796 -3.076
25 C 1.882 0.015 1.868
26 C -2.287 1.104 -2.731
27 C -4.150 2.329 -1.809
28 H 2.245 0.424 2.812
29 H -2.693 -4.174 -1.056
30 H -4.751 2.640 -0.962
31 H 4.100 1.120 -1.254
32 H -2.486 -1.757 -1.561
33 H -3.064 1.560 1.350
34 H -3.580 -4.898 1.138
35 H -3.928 -0.820 2.385
36 H 3.224 -1.649 1.290
37 H -1.421 0.463 -2.603
38 H 5.022 -0.220 0.440
39 H -2.001 1.291 -4.847
40 H 1.751 2.119 1.270
41 H 3.650 2.324 -0.043
42 H -4.259 -3.213 2.817
43 H 1.625 1.003 -1.324
44 H -5.309 3.460 -3.212
45 H -3.941 2.786 -5.153
46 H 4.415 0.839 1.707

Atom charges from the Mulliken analysis, given in e for atoms 1 to 8:
1. Pd 0.399
2. Ge 1.001
3. O -0.487
4. O -0.696
5. O -0.079
6. O -0.598
7. O -0.573
8. C -0.418

Density functional theory data (ωB97M-V with the def2-TZVPD basis set) for an isolated molecule of C20H19N3O2 in a non-equilibrium geometry.

As for the maximum force: 1.02 eV/A. Its SMILES is CN(CCc1ccccn1)C(=O)c1cccnc1Oc1ccccc1. The value obtained for the HOMO-LUMO gap is 9.39 eV. For the HOMO energy, the calculation gives -8.67 eV. As for the total charge: 0. The relative energy (zero: lowest compared OMol25 entry of this formula, charge and spin) is 1.940 eV.

CARTESIAN COORDINATES (ANGSTROEM)
1 O -0.345 -1.558 -2.987
2 O 0.594 -0.338 0.405
3 N -2.355 0.503 -1.152
4 N 0.480 0.492 -2.508
5 N 2.199 -1.942 0.755
6 C -0.248 -1.540 2.323
7 C 1.500 1.324 -1.922
8 C 1.425 -1.281 -0.087
9 C 3.167 -3.116 -1.075
10 C -1.700 2.451 0.040
11 C -0.517 -0.367 4.401
12 C 2.337 -2.437 -1.958
13 C -2.205 1.921 1.215
14 C -2.772 0.657 1.188
15 C -1.797 1.704 -1.130
16 C -1.282 2.234 -2.441
17 C 1.456 -1.482 -1.478
18 C -0.568 1.151 -3.256
19 C 0.005 0.778 3.824
20 C 3.051 -2.832 0.272
21 C 0.273 -0.388 1.750
22 C 0.404 0.772 2.499
23 C 0.445 -0.852 -2.388
24 C -2.817 -0.008 -0.028
25 C -0.640 -1.523 3.648
26 H 2.399 0.739 -1.730
27 H -1.048 -2.418 4.094
28 H -2.153 2.481 2.137
29 H 0.107 1.681 4.408
30 H 3.870 -3.854 -1.427
31 H -3.248 -0.997 -0.112
32 H 0.813 1.656 2.037
33 H -0.623 3.085 -2.260
34 H -0.827 -0.359 5.435
35 H -3.162 0.202 2.085
36 H -0.347 -2.434 1.726
37 H 2.363 -2.644 -3.018
38 H -0.147 1.598 -4.165
39 H 1.749 2.125 -2.621
40 H -2.130 2.587 -3.034
41 H 1.164 1.763 -0.979
42 H 3.658 -3.331 1.015
43 H -1.244 3.431 0.028
44 H -1.281 0.371 -3.529

Atom charges from the Mulliken analysis, given in e for atoms 1 to 8:
1. O -0.673
2. O 0.297
3. N -0.338
4. N 0.204
5. N -0.527
6. C -0.014
7. C -0.938
8. C 0.573

How do the records compare in E? In the order shown, they have -2125.96354; -1282.32648; -3354.24689; -1088.29684 hartree.